[1]
Here is an isolated molecule of C4H6OS3 at a distorted geometry from the OMol25 dataset. Energies are from ωB97M-V/def2-TZVPD.

Output
ΔE to the lowest compared entry with this formula, charge and spin = 2.675 eV
Electronic energy = -38795.4275 eV
Spin multiplicity = 1

```
14
Properties=species:S:1:pos:R:3:mulliken_charge:R:1
C 1.74 2.29 0.84 -0.725
O 1.27 1.79 -0.39 -0.290
C 1.19 0.52 -0.72 0.114
S 0.84 0.20 -2.30 -0.213
C 1.40 -0.44 0.43 -0.345
S -0.12 -0.72 1.23 -0.013
C -1.57 -0.73 0.13 0.067
S -2.92 -1.34 0.76 -0.201
H 2.87 2.09 1.03 0.347
H 1.48 3.45 0.92 0.246
H 1.38 1.77 1.78 0.312
H 1.96 -1.33 -0.19 0.317
H 2.00 0.05 1.35 0.268
H -1.25 -0.48 -0.90 0.114
```

[2]
Here is a structure of composition C19H26N7O4PdS3 from the OMol25 dataset. Energies are from ωB97M-V/def2-TZVPD.

Output
ΔE to the lowest compared entry with this formula, charge and spin = 1.452 eV
Electronic energy = -74727.0079 eV
Spin multiplicity = 1
Charge = +1

```
60
Properties=species:S:1:pos:R:3:mulliken_charge:R:1
Pd 2.58 0.71 0.54 -0.077
C -1.23 2.72 2.63 -1.535
C -0.09 2.25 1.76 0.488
N 1.00 1.74 2.15 0.374
N 1.33 1.50 3.43 -0.504
C 2.50 0.87 3.70 0.694
N 2.75 0.67 5.00 -0.392
S 3.64 0.34 2.57 -0.321
C -0.21 2.35 0.27 0.773
C -1.26 3.06 -0.31 -0.765
C -1.36 3.13 -1.69 -0.657
C -0.42 2.47 -2.46 -0.933
C 0.59 1.77 -1.81 -0.500
N 0.70 1.73 -0.49 0.526
H -1.02 2.59 3.69 0.391
H -2.13 2.16 2.40 0.325
H -1.43 3.77 2.46 0.354
H 0.68 1.68 4.18 0.242
H 2.13 0.98 5.73 0.186
H 3.58 0.17 5.26 0.215
H -2.00 3.55 0.31 0.379
H -2.16 3.69 -2.15 0.464
H -0.47 2.47 -3.54 0.497
H 1.32 1.20 -2.36 0.484
C -3.65 0.41 -3.33 -1.531
C -3.42 -0.62 -2.26 0.593
C -3.57 -1.98 -2.54 -0.623
C -3.35 -2.94 -1.57 -0.642
C -2.96 -2.54 -0.30 0.128
C -2.82 -1.19 0.01 -0.498
C -3.04 -0.24 -0.98 -0.207
S -2.58 -3.76 0.92 1.177
O -2.58 -3.07 2.18 -0.672
O -3.38 -4.91 0.67 -0.704
N -1.04 -4.22 0.63 -0.198
C 0.06 -3.27 0.76 -0.884
C 0.49 -2.64 -0.57 0.030
C 1.40 -1.44 -0.40 0.840
O 2.00 -0.95 -1.36 -0.613
O 1.46 -0.94 0.80 -0.574
H -4.56 0.19 -3.90 0.474
H -2.82 0.43 -4.04 0.266
H -3.75 1.41 -2.91 0.327
H -3.88 -2.28 -3.54 0.438
H -3.49 -3.99 -1.79 0.449
H -2.54 -0.90 1.02 0.521
H -2.95 0.81 -0.74 0.385
H -0.97 -4.97 -0.05 0.303
H 0.91 -3.78 1.22 0.368
H -0.26 -2.51 1.46 0.312
H -0.37 -2.29 -1.13 -0.076
H 1.01 -3.36 -1.21 0.416
N 4.74 0.93 -2.12 -0.346
C 4.99 1.28 -0.86 0.706
N 6.01 0.74 -0.22 -0.377
S 3.99 2.48 -0.07 -0.361
H 5.19 0.14 -2.55 0.222
H 3.91 1.30 -2.55 0.204
H 6.60 0.03 -0.63 0.193
H 6.20 1.04 0.72 0.248
```

[3]
Here is a structure of composition C13H19BrN4O at a distorted geometry from the OMol25 dataset. Energies are from ωB97M-V/def2-TZVPD.

Output
ΔE to the lowest compared entry with this formula, charge and spin = 11.180 eV
Electronic energy = -91829.1179 eV
Spin multiplicity = 1

```
38
Properties=species:S:1:pos:R:3:mulliken_charge:R:1
C -0.90 -3.61 -0.01 -1.301
C -1.23 -2.27 -0.65 -0.128
C -2.65 -1.81 -0.24 -0.513
C -3.29 -0.65 -0.87 -0.496
C -2.50 0.46 -0.70 -0.973
C -2.56 0.93 0.98 -0.683
H -2.29 0.03 1.70 0.264
H -3.54 1.31 1.13 0.465
C -1.61 2.21 1.11 -0.860
C -0.12 1.81 0.84 0.361
N 0.54 2.74 0.06 -0.559
C 1.68 1.99 -0.13 0.190
N 2.87 2.02 -0.82 -0.520
C 3.92 1.47 -0.58 1.336
C 3.87 0.22 0.04 -0.423
C 2.68 -0.20 1.07 0.719
O 2.62 -1.30 1.71 -0.669
N 1.68 0.71 0.85 0.086
N 0.58 0.86 1.26 -0.262
H 0.17 0.06 2.07 0.497
Br 5.34 -0.91 0.19 -0.119
C 4.99 1.86 -1.25 -1.579
H 4.89 2.80 -1.88 0.372
H 5.89 1.96 -0.57 0.357
H 5.36 1.15 -2.35 0.241
H -1.77 3.08 0.61 0.430
H -1.59 2.27 2.26 0.286
H -1.46 0.66 -0.93 0.595
H -3.02 1.43 -1.00 0.402
H -4.33 -0.50 -0.42 0.241
H -3.37 -0.64 -1.97 0.278
H -3.50 -2.75 -0.62 0.212
H -2.81 -1.79 0.90 0.319
H -1.36 -2.41 -1.76 0.321
H -0.72 -1.56 -0.30 0.051
H -0.94 -3.41 1.03 0.379
H 0.10 -3.83 -0.57 0.311
H -1.60 -4.38 -0.19 0.374
```

[4]
Here is a cluster of 2 separate species, C2H5FO2S2 in total at a distorted geometry from the OMol25 dataset. Energies are from ωB97M-V/def2-TZVPD.

Output
Electronic energy = -30635.0399 eV
Spin multiplicity = 1

```
12
Properties=species:S:1:pos:R:3:mulliken_charge:R:1
C 0.82 0.16 0.87 -0.714
C -0.32 -0.88 0.95 -0.433
O 0.99 -2.00 -1.01 -0.464
O -1.50 0.69 -1.54 -0.277
F -0.31 2.87 -1.51 -0.266
S -1.20 1.78 -2.43 0.526
S -0.40 -1.90 -0.48 0.303
H 0.99 0.65 1.91 0.281
H 1.83 -0.25 0.59 0.301
H 0.40 0.99 0.16 0.068
H -1.30 -0.43 0.80 0.332
H 0.00 -1.67 1.69 0.345
```

[5]
Here is a structure of composition C39H36ClF4FeN3OP2 at a distorted geometry from the OMol25 dataset. Energies are from ωB97M-V/def2-TZVPD.

Output
Expectation value of S² = 6.125
ΔE to the lowest compared entry with this formula, charge and spin = 1.103 eV
Electronic energy = -123901.6204 eV
Spin multiplicity = 5

```
87
Properties=species:S:1:pos:R:3:mulliken_charge:R:1
Fe 0.34 -0.37 0.16 0.296
Cl -4.06 0.07 -5.58 -0.254
C -2.78 0.00 -4.41 0.042
C -1.46 0.08 -4.84 -1.005
C -0.45 0.03 -3.91 -0.776
C -0.70 -0.09 -2.53 -0.280
O 0.31 -0.14 -1.72 0.834
C -2.06 -0.17 -2.10 1.297
C -2.43 -0.32 -0.75 -0.809
N -1.61 -0.38 0.28 1.864
C -2.05 -0.59 1.55 -0.087
C -3.38 -0.50 2.01 -0.577
C -3.68 -0.80 3.33 -0.944
C -2.70 -1.19 4.23 -1.063
C -1.36 -1.27 3.82 1.186
C -0.31 -1.71 4.65 -1.209
C 0.97 -1.78 4.13 -1.273
C 1.20 -1.37 2.83 0.064
N 0.23 -0.94 2.02 1.075
C -1.03 -0.93 2.48 -0.730
C -3.08 -0.12 -3.08 -1.605
H -1.23 0.17 -5.90 0.441
H 0.58 0.11 -4.23 0.385
H -3.50 -0.45 -0.56 0.009
H -4.17 -0.21 1.34 0.399
H -4.71 -0.73 3.65 0.416
H -2.96 -1.45 5.24 0.438
H -0.52 -1.97 5.67 0.436
H 1.79 -2.13 4.73 0.525
H 2.20 -1.34 2.43 0.167
H -4.11 -0.18 -2.76 0.464
C 4.15 -0.62 0.41 -1.441
P 2.57 -0.27 -0.50 1.576
C 3.06 -1.06 -2.08 -1.558
C 2.83 1.52 -0.78 0.107
C 3.43 2.09 -1.90 -1.063
C 3.56 3.47 -1.97 -0.677
C 3.13 4.27 -0.94 -1.019
C 2.53 3.71 0.18 -0.486
C 2.36 2.34 0.25 -0.080
P 1.65 1.42 1.66 1.749
C 2.95 1.92 2.89 -1.693
C 0.30 2.47 2.34 -1.212
H 4.98 -0.10 -0.07 0.425
H 4.34 -1.69 0.39 0.445
H 4.08 -0.29 1.45 0.307
H 4.07 -0.78 -2.38 0.502
H 2.34 -0.80 -2.86 0.177
H 3.01 -2.14 -1.94 0.377
H 3.79 1.48 -2.71 0.399
H 4.02 3.91 -2.85 0.448
H 3.25 5.35 -1.00 0.423
H 2.20 4.34 0.99 0.396
H 2.88 2.98 3.11 0.466
H 3.94 1.70 2.49 0.429
H 2.82 1.35 3.81 0.472
H 0.40 3.51 2.02 0.356
H 0.33 2.42 3.43 0.557
H -0.67 2.09 2.01 -0.069
F -5.41 4.25 -1.88 -0.359
C -4.18 3.78 -1.58 0.353
C -3.97 3.13 -0.37 -0.769
C -2.73 2.63 -0.08 0.128
C -1.65 2.76 -1.00 0.328
C -0.40 2.20 -0.77 -0.292
C -1.90 3.48 -2.20 -0.513
C -3.15 3.96 -2.50 -0.719
H -4.79 3.04 0.32 0.479
H -2.56 2.13 0.86 0.385
H -0.22 1.37 -0.06 0.337
H 0.38 2.38 -1.50 0.128
H -1.09 3.61 -2.90 0.432
H -3.35 4.47 -3.43 0.457
F -0.43 -7.34 -0.92 -0.261
C 0.13 -6.75 0.15 0.735
F 1.32 -7.33 0.32 -0.283
F -0.63 -7.12 1.20 -0.251
C 0.22 -5.26 0.02 0.326
C -0.86 -4.52 -0.47 -1.356
C -0.72 -3.16 -0.61 -0.228
N 0.39 -2.49 -0.27 0.426
C 1.40 -3.21 0.23 -0.059
C 1.37 -4.57 0.39 -1.298
H -1.78 -5.01 -0.77 0.499
H -1.52 -2.57 -1.04 0.399
H 2.29 -2.65 0.48 0.401
H 2.23 -5.10 0.77 0.535
```

[6]
Here is an isolated molecule of C5H5N3 at a distorted geometry from the OMol25 dataset. Energies are from ωB97M-V/def2-TZVPD.

Output
ΔE to the lowest compared entry with this formula, charge and spin = 4.047 eV
Electronic energy = -9731.4414 eV
Spin multiplicity = 1

```
13
Properties=species:S:1:pos:R:3:mulliken_charge:R:1
C 0.44 -0.06 -1.62 -0.435
C -0.48 -0.84 -0.99 -0.642
C -0.62 -0.18 0.34 0.662
N -1.29 -0.54 1.42 0.262
N -0.67 -0.23 2.45 -0.672
N 0.14 0.71 2.07 -0.348
C 0.27 0.65 0.70 0.086
C 1.02 0.99 -0.59 -0.372
H 0.89 0.09 -2.70 0.306
H -1.16 -1.60 -1.54 0.280
H -1.74 -1.40 1.57 0.273
H 1.04 2.07 -0.68 0.392
H 2.15 0.34 -0.44 0.208
```

[7]
Here is a structure of composition C9H26BrN2O2 at a distorted geometry from the OMol25 dataset. Energies are from ωB97M-V/def2-TZVPD.

Output
ΔE to the lowest compared entry with this formula, charge and spin = 2.246 eV
Electronic energy = -86862.9498 eV
Spin multiplicity = 1
Charge = +1

```
40
Properties=species:S:1:pos:R:3:mulliken_charge:R:1
Br -0.11 0.55 0.40 -0.506
C 2.71 2.07 1.46 -1.224
C 2.13 1.64 2.81 0.187
C 1.17 2.80 3.44 -0.644
O 0.80 2.26 4.70 -0.331
C -0.21 3.04 5.40 -0.762
N 1.34 0.29 2.52 -0.290
H 0.59 0.36 1.85 0.018
H 1.90 -0.45 2.11 0.402
H 1.02 -0.16 3.37 0.334
H 3.02 3.10 1.65 0.360
H 2.15 2.18 0.53 0.270
H 3.71 1.71 1.20 0.398
H 2.90 1.33 3.52 0.322
H 0.30 3.10 2.86 0.422
H 1.83 3.67 3.56 0.372
H -0.33 2.67 6.42 0.251
H -1.11 3.03 4.78 0.326
H 0.00 4.10 5.30 0.323
C -1.01 -1.89 -1.20 -1.095
N -1.00 -1.23 -2.58 0.181
C -1.21 0.26 -2.27 -0.923
C 0.44 -1.31 -3.14 -0.820
C -2.01 -1.90 -3.53 -0.517
C -2.17 -3.41 -3.56 -0.720
O -1.02 -4.09 -4.02 -0.508
H -0.25 -1.62 -0.47 0.277
H -0.76 -2.91 -1.51 0.481
H -1.98 -1.61 -0.79 0.431
H -0.96 0.84 -3.15 0.355
H -0.52 0.36 -1.43 0.177
H -2.19 0.49 -1.86 0.392
H 0.81 -2.33 -3.08 0.348
H 1.14 -0.60 -2.70 0.302
H 0.27 -1.02 -4.18 0.416
H -1.78 -1.55 -4.54 0.443
H -2.91 -1.36 -3.26 0.374
H -3.01 -3.67 -4.19 0.435
H -2.54 -3.72 -2.59 0.415
H -1.13 -5.02 -3.82 0.331
```

[8]
Here is a structure of composition C30H27N5OS2ScSe at a distorted geometry from the OMol25 dataset. Energies are from ωB97M-V/def2-TZVPD.

Output
Expectation value of S² = 0.792
ΔE to the lowest compared entry with this formula, charge and spin = 0.663 eV
Electronic energy = -148765.1197 eV
Spin multiplicity = 2
Charge = -2

```
67
Properties=species:S:1:pos:R:3:mulliken_charge:R:1
Sc -0.24 0.46 -0.43 -0.069
N -1.34 -1.07 3.45 -0.435
C -1.17 -0.27 2.38 0.592
O -0.46 -0.63 1.42 -0.206
C -1.91 1.03 2.36 -0.110
C -2.32 1.38 0.95 -1.250
H -0.91 -2.00 3.41 0.258
H -1.87 -0.85 4.30 0.204
H -1.20 1.76 2.72 -0.076
H -2.76 0.86 3.06 0.311
H -2.59 2.41 0.73 0.341
H -3.00 0.69 0.45 0.233
N -2.38 -9.90 -1.66 -0.616
C -2.07 -8.80 -1.70 0.202
C -1.59 -7.49 -1.58 0.494
C -2.55 -6.46 -1.47 -0.718
C -2.20 -5.14 -1.20 -0.494
C -0.85 -4.79 -1.16 -0.310
C 0.13 -5.80 -1.41 -0.570
C -0.22 -7.15 -1.57 -0.900
C -0.39 -3.39 -1.11 0.703
C -1.27 -2.43 -1.76 -0.379
C -2.13 -2.63 -2.89 -0.214
C -2.86 -1.42 -3.10 -1.785
C -2.47 -0.59 -2.07 -0.129
N -1.53 -1.12 -1.26 0.393
C 0.84 -3.16 -0.50 0.710
C 1.52 -4.02 0.44 -0.789
C 2.79 -3.46 0.72 -1.054
C 2.94 -2.31 0.01 -0.197
N 1.79 -2.05 -0.71 0.212
H -3.59 -6.71 -1.57 0.425
H -3.02 -4.43 -1.02 0.510
H 1.15 -5.49 -1.44 0.590
H 0.60 -7.89 -1.63 0.366
H -2.34 -3.52 -3.51 0.450
H -3.55 -1.19 -3.84 0.509
H -2.90 0.35 -1.85 0.790
H 1.11 -4.95 0.76 0.769
H 3.53 -3.79 1.47 0.343
H 3.87 -1.75 0.01 0.479
S -2.08 3.50 -3.84 -0.555
C -1.50 2.49 -2.75 0.522
N -1.07 1.76 -1.89 -0.704
C 1.54 8.22 0.97 -1.430
C 1.78 6.72 1.03 0.370
C 2.03 5.92 -0.11 -0.919
C 2.01 4.51 -0.08 0.868
C 2.24 3.75 -1.37 -1.291
C 1.85 3.89 1.18 0.491
Se 1.79 1.98 1.17 -0.352
C 1.82 4.64 2.40 0.321
C 1.66 3.95 3.74 -1.194
C 1.78 6.03 2.27 -0.627
H 1.70 8.64 -0.03 0.332
H 2.13 8.81 1.70 0.313
H 0.51 8.44 1.26 0.301
H 2.18 6.37 -1.06 0.303
H 2.54 4.43 -2.13 0.365
H 1.40 3.17 -1.79 0.069
H 3.02 3.01 -1.19 0.325
H 2.61 3.50 4.10 0.238
H 0.86 3.23 3.79 0.152
H 1.45 4.76 4.54 0.322
H 1.79 6.63 3.18 0.255
S 1.99 0.25 -2.14 -0.446
C 1.38 -0.88 -1.16 0.392
```